(P)
A cluster of 2 separate species, C10H14N3O2 in total. Source: the OMol25 dataset; level of theory: wB97M-V/def2-TZVPD.

```
29
C10H14N3O2, DFT wB97M-V/def2-TZVPD
C -4.0374 0.1903 2.5173
C -3.3102 0.8585 1.5734
C -3.7357 -1.1477 2.8029
C -2.3000 0.1203 1.0003
C -2.0369 -1.2089 1.3913
C -0.7032 -0.6638 -0.2637
C 3.2126 1.3984 -1.6582
C 2.9529 -0.4764 -0.0476
C 2.1648 0.5962 -0.8303
C 1.1450 0.1248 -1.8350
N -2.7604 -1.8488 2.2499
N -1.0541 -1.6518 0.5879
N 0.2642 0.9555 -2.2655
O -1.3977 0.3644 -0.0099
O 1.3948 -1.0416 -2.3540
H -4.8998 0.6690 3.0298
H -3.3766 1.8992 1.3892
H -4.2680 -1.5152 3.5902
H 2.5903 1.8703 -2.4475
H 4.0177 0.8739 -1.9325
H 3.6630 2.1777 -1.0015
H 2.7839 -0.3761 1.0435
H 4.0311 -0.3851 -0.2613
H 2.6494 -1.5224 -0.0373
H 1.6916 1.2533 -0.1898
H -0.0778 1.7926 -1.8430
H -0.1261 0.8342 -3.1224
H -0.6245 -2.5048 0.8302
H 2.1470 -1.6358 -1.9061
```

Its total charge is +1. The LUMO energy comes out at -2.897 eV. The value obtained for the gap between HOMO and LUMO is 9.5 eV. As for the HOMO energy: -12.4 eV.

=====

(Q)
The ion C10H14N3O2 with charge +1. Source: the OMol25 dataset; level of theory: wB97M-V/def2-TZVPD.

```
29
C10H14N3O2, DFT wB97M-V/def2-TZVPD
C 0.4528 -2.6522 -1.7890
C 0.3813 -1.7951 -0.7348
C 0.2801 -2.1235 -3.0391
C -0.4494 -0.1123 -2.2485
C -0.2183 -0.5425 -0.9674
C -0.2146 -0.1692 2.5900
C 0.8134 0.8944 2.2330
C -0.6161 0.2809 0.2204
C -1.6287 1.3993 0.2095
C 1.3500 2.0858 -0.1649
N -0.0688 -0.9084 -3.2786
N -0.8010 -0.5358 1.4259
N 0.8624 0.9858 0.6960
O -0.4457 -0.6390 3.6736
O -1.8388 -1.4530 1.4281
H 0.8615 -3.6936 -1.7775
H 0.5927 -2.1426 0.2388
H 0.4303 -2.7795 -3.8184
H -0.6334 0.8368 -2.6190
H 0.3726 1.8913 2.4981
H 1.9122 0.7939 2.4707
H -1.6375 1.6687 1.2727
H -2.6883 1.0721 -0.0143
H -1.3642 2.1689 -0.4000
H 1.7969 2.8123 0.5569
H 2.1402 1.7493 -0.8277
H 0.6431 2.6868 -0.6431
H 1.4852 0.1351 0.4259
H -1.7700 -1.9146 2.3828
```

Its total charge is +1. The LUMO energy comes out at -3.405 eV. The value obtained for the gap between HOMO and LUMO is 9.9 eV. As for the HOMO energy: -13.3 eV. As for the SMILES: C[N@H+]1CC(=O)N(O)[C@]1(C)c1cccnc1.

=====

(P) wins, 0.0371 hartree ahead of the next structure.